Here is a single C19H29FN2O5S molecule from OMol25. Energies are from ωB97M-V/def2-TZVPD.

```
57
Properties=species:S:1:pos:R:3:lowdin_charge:R:1
O -1.73672 1.74294 -1.16090 0.0809
C -2.17610 0.74351 -0.62511 -0.4168
N -1.39661 -0.27397 -0.18912 0.0831
C 0.04948 -0.20332 -0.26603 -0.1392
C 0.67522 0.40479 0.98387 -0.2208
C 0.42731 -0.44744 2.26097 -0.0658
C 1.84944 -0.79064 2.72035 -0.2317
C 2.51259 0.47881 3.28718 -0.0948
C 2.76560 1.32665 2.01042 -0.0918
C 2.21145 0.41607 0.90000 -0.2240
N 2.52286 -0.92132 1.42253 0.0226
C 3.59395 -1.72139 1.19926 -0.4184
O 3.91569 -2.61095 1.96847 0.0820
C 4.30371 -1.52062 -0.13810 -0.2260
C 5.66922 -2.25450 -0.15933 -0.1662
C 5.49992 -3.56960 -0.90748 -0.2144
S 4.45597 -3.10671 -2.27150 0.6585
O 5.21197 -2.24164 -3.14255 -0.3061
O 3.72819 -4.21941 -2.81671 -0.3127
C 3.39673 -2.08024 -1.25770 -0.1771
C -3.67338 0.51352 -0.38085 -0.2075
F -3.79580 0.13299 0.96832 -0.0104
C -4.54061 1.71507 -0.67628 -0.2752
C -4.62929 1.96486 -2.18470 -0.1261
C -5.59732 3.10224 -2.46724 -0.2041
O -6.88471 2.84557 -1.93515 -0.1326
C -6.83693 2.68984 -0.52922 -0.2091
C -5.95199 1.52399 -0.11907 -0.1304
H -1.82817 -0.99259 0.36776 0.1372
H 0.43766 -1.21351 -0.41823 0.1254
H 0.29555 0.39722 -1.14137 0.1277
H 0.29581 1.42207 1.09383 0.1487
H -0.13536 0.08348 3.02734 0.1203
H -0.11755 -1.36233 2.01793 0.1155
H 1.95355 -1.68183 3.32916 0.1504
H 1.87066 0.98072 4.01037 0.1121
H 3.44856 0.22561 3.78380 0.1138
H 2.26244 2.29278 2.02810 0.1136
H 3.83083 1.50607 1.86129 0.1118
H 2.60093 0.60630 -0.09717 0.1480
H 4.46853 -0.45672 -0.30325 0.1380
H 6.40302 -1.63813 -0.67556 0.1183
H 6.00268 -2.43471 0.85965 0.1166
H 6.42215 -3.98804 -1.30462 0.1132
H 4.96408 -4.31600 -0.32078 0.1159
H 2.61389 -2.73181 -0.86973 0.1129
H 2.95341 -1.32181 -1.90018 0.1100
H -4.00932 -0.34981 -0.96560 0.1630
H -4.08114 2.59114 -0.20569 0.1593
H -3.64753 2.20566 -2.59054 0.1151
H -4.99691 1.06110 -2.68293 0.1309
H -5.20447 4.03827 -2.04414 0.1289
H -5.73038 3.24446 -3.53871 0.1251
H -6.46605 3.61798 -0.06911 0.1271
H -7.86418 2.53687 -0.20107 0.1243
H -6.38065 0.59659 -0.51323 0.1312
H -5.93191 1.44188 0.96839 0.1202
```

relative energy (zero: lowest compared OMol25 entry of this formula, charge and spin) = 16.07 kJ/mol
HOMO energy = -9.741 eV
lowest unoccupied orbital energy = 0.50 eV
structure (SMILES) = O=C(NC[C@H]1C[C@@H]2CC[C@H]1N2C(=O)[C@H]1CCS(=O)(=O)C1)[C@@H](F)C1CCOCC1
Kohn-Sham gap = 0.37627 Eh

Here is a molecular structure, C19H29I2LuO3PS2Ti from OMol25. Energies are from ωB97M-V/def2-TZVPD.

```
58
Properties=species:S:1:pos:R:3:lowdin_spin:R:1
I -3.23652 2.59489 -1.24122 0.0091
I -3.08446 1.10246 -3.85842 -0.0071
Lu -1.11234 -1.12021 -3.03838 0.0094
Ti -0.75993 0.38002 0.21502 0.2791
S -2.50181 -0.67091 -0.91681 0.0094
S -0.18242 0.89987 -1.96625 0.0091
C -0.94330 -1.05303 1.81123 0.0350
C -3.56669 -2.49127 -0.43855 0.0078
C 1.67917 1.56023 -2.47149 0.0069
C -4.33342 -2.88043 -1.66890 0.0002
C -2.58639 -3.55564 -0.01878 0.0005
C -4.37732 -1.89627 0.67580 0.0019
C 1.62174 1.72546 -3.96408 -0.0001
C 2.67531 0.51073 -2.05126 0.0066
C 1.77731 2.83068 -1.66851 0.0130
C -1.28838 -3.82170 -3.27748 0.0005
C 1.23239 -1.83951 -4.20931 0.0007
O -1.29052 -1.62343 2.77782 0.0294
O -1.51101 -4.88715 -3.55733 0.0001
O 2.13295 -2.05982 -4.91681 0.0002
H -3.70842 -3.27398 -2.47533 0.0001
H -4.89085 -2.04188 -2.07357 0.0000
H -5.04779 -3.67703 -1.43551 0.0002
H -1.96344 -3.92784 -0.84775 0.0001
H -3.15358 -4.42739 0.35876 0.0002
H -1.91336 -3.22067 0.77515 0.0001
H -3.74244 -1.55571 1.48340 0.0001
H -5.08735 -2.59977 1.09458 0.0008
H -4.93490 -1.04612 0.30823 0.0002
H 2.53645 2.18684 -4.34822 0.0001
H 0.78081 2.34105 -4.25832 0.0001
H 1.51593 0.77039 -4.47793 0.0001
H 3.69956 0.86786 -2.26410 -0.0001
H 2.53437 -0.44112 -2.57533 0.0004
H 2.60663 0.30735 -0.97627 0.0059
H 2.69695 3.38360 -1.86603 -0.0001
H 1.73762 2.60856 -0.60274 0.0118
H 0.94629 3.48481 -1.89631 0.0009
C 2.72260 -0.56039 1.35168 0.0580
P 1.38980 0.72015 1.33222 0.3041
C -0.39941 2.24530 1.09834 -0.0054
C 1.71990 1.44084 2.92355 0.0580
C 0.89652 1.04368 3.99147 0.0341
C 1.29960 1.30450 5.29563 0.0069
C 2.50904 1.97707 5.54511 0.0571
C 3.32261 2.38471 4.47126 0.0053
C 2.93464 2.12888 3.15694 0.0252
H 2.69163 -1.21480 0.48385 0.0002
H 3.67323 -0.05415 1.39230 0.0025
H 2.52738 -1.12841 2.24675 0.0103
H -1.12809 2.11150 1.87369 0.0087
H 0.26055 3.09133 1.18581 0.0001
H -0.77066 2.22696 0.05644 -0.0027
H 0.01401 0.45229 3.76693 0.0026
H 0.68902 0.96199 6.12314 -0.0001
H 2.81647 2.17743 6.56885 0.0022
H 4.27974 2.87735 4.67894 -0.0004
H 3.59461 2.36987 2.31808 0.0005
```

HOMO energy (spin up / spin down) = -19.517 / -19.520 eV
lowest unoccupied orbital energy (spin up / spin down) = -14.54 / -14.59 eV
multiplicity = 2
charge = +4
Kohn-Sham gap (spin up / spin down) = 0.18303 / 0.18109 Eh

Here is a single C19H29N molecule from OMol25. Energies are from ωB97M-V/def2-TZVPD.

```
49
Properties=species:S:1:pos:R:3:lowdin_charge:R:1
C -3.51472 -0.54819 -3.02381 -0.0561
C -4.03440 -1.77528 -3.27260 -0.0854
C -2.06720 0.90723 -1.74413 -0.0038
C -2.39646 -0.38449 -2.11794 -0.1965
N 3.13771 -1.03485 3.11323 0.0317
C -3.56624 -2.99905 -2.58407 -0.2136
C 2.58139 1.24662 2.11923 -0.1257
C 2.52331 -1.44508 0.45590 -0.0137
C 0.44043 -1.89810 1.77466 -0.1358
C 1.82833 1.49966 0.80319 -0.1248
C -0.36063 -2.34449 0.54003 -0.1364
C -0.66012 -1.99152 -2.64765 -0.0007
C -2.71050 -2.69056 -1.38243 -0.1507
C -0.91131 1.26246 -0.85690 -0.1401
C 2.10620 -0.12379 2.62392 -0.3418
C 1.44015 -0.80068 1.39053 -0.4076
C 0.70549 0.44066 0.83634 -0.2406
C -1.02731 -1.15074 -0.18852 -0.1876
C -1.67278 -1.56553 -1.54174 -0.3947
C -0.09979 0.05729 -0.38276 -0.2522
H -3.93093 0.31189 -3.53407 0.1063
H -4.86201 -1.82432 -3.99420 0.1040
H -2.72015 1.67823 -2.12277 0.1002
H 2.75657 -1.96151 3.35532 0.0761
H 3.91324 -1.15172 2.45294 0.0676
H -4.41154 -3.58674 -2.20431 0.1204
H -3.02929 -3.59169 -3.28769 0.0982
H 3.64797 1.22489 1.97210 0.1029
H 2.36505 2.03536 2.83880 0.1098
H 2.23045 -1.53850 -0.58449 0.0770
H 3.42472 -0.88938 0.42953 0.0631
H 2.75136 -2.47392 0.77091 0.0916
H -0.27200 -1.50691 2.49364 0.1177
H 1.01745 -2.74562 2.21369 0.1202
H 1.44346 2.54059 0.67622 0.1231
H 2.53606 1.33527 0.00621 0.1047
H -1.14546 -3.05778 0.87174 0.1182
H 0.31940 -2.91729 -0.09952 0.1068
H -1.16918 -2.31861 -3.59086 0.1014
H -0.06327 -2.84041 -2.34773 0.0749
H -0.04884 -1.14568 -2.90683 0.0760
H -2.21988 -3.64908 -1.07535 0.1290
H -3.40719 -2.35875 -0.57820 0.1409
H -0.25432 1.98679 -1.37235 0.1282
H -1.32548 1.79339 -0.01952 0.1116
H 1.37796 0.02758 3.42918 0.1447
H -0.02001 0.77160 1.59429 0.1589
H -1.81911 -0.80704 0.50793 0.1678
H 0.61697 -0.14815 -1.18119 0.1349
```

relative energy (zero: lowest compared OMol25 entry of this formula, charge and spin) = 20.10 kJ/mol
HOMO energy = -7.893 eV
lowest unoccupied orbital energy = 0.77 eV
structure (SMILES) = C[C@]12CC[C@H]3[C@@H](CC=C4C=CCC[C@@]43C)[C@@H]1CC[C@@H]2N
Kohn-Sham gap = 0.31854 Eh

Here is a single C19H29N3O2 molecule from OMol25. Energies are from ωB97M-V/def2-TZVPD.

```
53
Properties=species:S:1:pos:R:3:lowdin_charge:R:1
C -3.66952 -3.34676 1.39892 -0.0741
H -2.95546 -2.85266 2.05333 0.0734
H -3.25416 -4.30698 1.10070 0.0769
H -4.57561 -3.52994 1.97143 0.0776
C -3.98893 -2.49179 0.17367 -0.4182
C -4.59750 -1.15467 0.58798 -0.0671
H -3.93922 -0.62023 1.26948 0.0819
H -4.76816 -0.52789 -0.28319 0.0781
H -5.54810 -1.31458 1.09169 0.0796
C -2.75990 -2.30503 -0.72838 -0.1245
C -1.67108 -1.42134 -0.12714 -0.2147
N -0.35663 -1.81564 -0.61577 0.1301
C 0.77126 -1.56318 0.07766 -0.4490
O 0.74195 -1.03204 1.17794 0.0449
C 2.05678 -1.92809 -0.64075 -0.2223
C 3.15068 -2.29622 0.37096 -0.1436
C 4.52892 -1.86894 -0.11842 -0.1647
H 5.29056 -2.23788 0.57018 0.1121
C 4.63453 -0.33832 -0.22899 -0.3725
C 5.15257 0.27668 1.06850 -0.0721
H 4.50730 0.00629 1.90109 0.0803
H 6.16007 -0.07203 1.28522 0.0752
H 5.17394 1.36143 0.99084 0.0790
C 3.26968 0.26605 -0.59142 -0.1641
C 2.47059 -0.69108 -1.46661 -0.1370
H 1.58161 -0.19189 -1.86194 0.1156
H 3.07831 -1.00363 -2.31768 0.1199
H 3.40888 1.21930 -1.10376 0.1203
H 2.70072 0.46225 0.31874 0.1068
H 5.34702 -0.10167 -1.02719 0.1347
H 4.71928 -2.32996 -1.09020 0.1131
H 2.93006 -1.79610 1.31538 0.1109
H 3.13314 -3.37203 0.55451 0.1192
H 1.86269 -2.76438 -1.31946 0.1424
H -0.30242 -2.15122 -1.56452 0.1550
H -1.63378 -1.51839 0.96239 0.1436
C -1.86880 0.06648 -0.49345 -0.4174
O -2.55811 0.43051 -1.41999 0.0767
N -1.12864 0.87190 0.30881 0.1495
C -0.94345 2.24905 0.20392 -0.1939
C -1.71792 3.08003 -0.60248 0.0015
C -1.43500 4.43548 -0.61361 -0.0590
C -0.39843 4.91206 0.17350 -0.1657
N 0.33954 4.12783 0.94324 0.0566
C 0.07495 2.83871 0.95917 -0.0945
H 0.70108 2.23138 1.60159 0.1145
H -0.14249 5.96264 0.19531 0.0993
H -2.01502 5.10856 -1.22581 0.1013
H -2.51219 2.66862 -1.20342 0.1020
H -0.50710 0.40307 0.96946 0.1116
H -2.33696 -3.28847 -0.94661 0.1188
H -3.07778 -1.84880 -1.66943 0.1182
H -4.73298 -3.03113 -0.42403 0.1339
```

relative energy (zero: lowest compared OMol25 entry of this formula, charge and spin) = 53.66 kJ/mol
HOMO energy = -8.675 eV
lowest unoccupied orbital energy = 0.66 eV
structure (SMILES) = CC(C)C[C@@H](NC(=O)[C@H]1CC[C@@H](C)CC1)C(=O)Nc1cccnc1
Kohn-Sham gap = 0.34290 Eh